{
  "formula": "C5H10ClNS",
  "method": "ωB97M-V/def2-TZVPD",
  "symbols": ["C", "C", "C", "C", "C", "H", "H", "H", "H", "H", "H", "H", "H", "H", "H", "N", "S", "Cl"],
  "coordinates": [[-1.45245, 0.12485, -1.22423], [-0.92977, -0.20551, 0.19748], [0.58208, -0.11409, 0.29444], [1.06313, 0.06597, 1.81334], [1.27998, -1.05910, -0.60429], [-1.56629, 2.28097, 0.58730], [-2.33021, -0.54404, -1.46141], [-0.67821, -0.20733, -2.00114], [-1.64528, 0.44238, 0.88148], [-1.05404, -1.26970, 0.36266], [0.58260, -0.77068, 2.37277], [2.10382, -0.02253, 1.80096], [2.25833, -1.50974, -0.36981], [0.66347, -1.73171, -1.32345], [0.92149, 0.58339, -1.76507], [1.32661, 0.39788, -0.76824], [-1.52962, 1.90067, -1.21449], [0.40434, 1.63831, 2.42171]],
  "mulliken_charge": [-0.5398, -1.3178, 1.2574, -0.5813, -0.8021, 0.1388, 0.3729, 0.2410, 0.4740, 0.4341, 0.2617, 0.4217, 0.2847, 0.1650, 0.3262, -0.7504, -0.2026, -0.1835],
  "total_energy_ha": -1109.494923,
  "max_force_ev_per_a": 4.17,
  "orbital_gap_ev": 8.973,
  "homo_ev": -9.0203
}